(1)
Computed, not measured: a 4-piece molecular cluster, C16H39BFO11S3 overall, with ωB97M-V/def2-TZVPD.

The geometry in XYZ format:
```
71
Properties=species:S:1:pos:R:3:forces:R:3
C -3.290129 -5.568156 -1.250250 0.327 0.372 0.245
C -1.826515 -5.413343 -1.583673 0.913 -1.125 -1.110
O -1.205303 -6.274089 -2.189855 -0.745 1.203 0.911
O -1.279625 -4.220463 -1.235587 -0.397 -0.437 0.271
C -0.203645 -4.324375 -0.238396 0.047 0.373 0.144
C -0.660223 -4.797870 1.140125 0.570 -0.195 0.212
B 0.138036 -6.139640 1.724140 -0.605 0.250 -0.441
C -0.462739 -7.499670 1.005119 0.527 -0.138 0.080
C -0.117090 -8.860992 1.615944 0.084 0.358 0.066
C 0.588873 -8.858260 2.950157 -0.039 -0.619 0.013
F -1.307046 -9.623881 1.799531 -0.127 -0.130 -0.055
H -3.555046 -4.922584 -0.419811 -0.047 0.107 0.059
H -3.879077 -5.283042 -2.117718 -0.145 -0.097 -0.140
H -3.475520 -6.596820 -0.971094 -0.080 -0.214 -0.164
H 0.602207 -4.924796 -0.651525 -0.051 -0.271 -0.121
H 0.152586 -3.298137 -0.170205 0.114 0.112 -0.171
H -1.743723 -4.922975 1.175435 -0.180 -0.049 -0.129
H -0.441552 -3.986316 1.837713 -0.110 0.149 0.060
H 1.320156 -5.999453 1.401184 0.187 -0.052 0.235
H -0.008811 -6.125081 2.939099 0.080 -0.086 0.095
H -0.069992 -7.522285 -0.014305 -0.177 0.036 -0.210
H -1.549907 -7.483426 0.896234 -0.172 0.091 0.154
H 0.488108 -9.445715 0.920956 -0.020 -0.156 -0.099
H 1.607290 -8.502039 2.826223 0.046 0.321 0.054
H 0.064599 -8.275806 3.696226 -0.016 0.273 0.020
H 0.648129 -9.890316 3.305335 0.034 -0.092 0.024
O -1.406117 1.589824 -1.359859 -0.162 -0.038 -0.109
S -1.462423 1.238814 -2.750695 0.339 -0.211 -0.196
O -2.694216 1.378634 -3.463905 -0.118 0.080 0.084
O -0.877655 -0.212910 -2.947944 0.012 0.159 -0.019
C -1.435482 -1.310920 -2.166198 -0.285 -0.404 0.225
C -2.806687 -1.725549 -2.652486 -0.108 0.243 -0.102
C -0.201904 2.108773 -3.619154 0.027 0.039 -0.003
H -1.450288 -1.038311 -1.110471 0.042 0.161 -0.050
H -0.733493 -2.129361 -2.284267 0.119 0.096 -0.096
H -3.543859 -0.937912 -2.498546 0.013 0.012 0.021
H -3.126313 -2.609332 -2.104788 0.102 -0.047 0.026
H -2.782708 -1.952648 -3.718737 0.028 -0.063 0.012
H 0.739071 1.992318 -3.089472 0.004 -0.025 0.002
H -0.498439 3.155181 -3.644062 -0.025 -0.002 0.032
H -0.137619 1.709276 -4.627100 -0.010 -0.013 -0.008
O 2.617981 1.889719 3.616355 -0.203 -0.134 0.132
S 2.225846 3.210863 3.243201 0.237 0.066 -0.324
O 1.127535 3.859861 3.889219 -0.058 -0.029 0.099
O 2.013189 3.261018 1.666614 0.131 -0.073 0.299
C 1.089163 2.311254 1.061629 -0.355 -0.365 -0.248
C -0.363587 2.636075 1.319504 -0.005 0.132 0.439
C 3.638554 4.260270 3.338630 0.049 -0.044 -0.079
H 1.338326 1.303595 1.395267 0.110 0.070 0.106
H 1.304457 2.371110 -0.003705 0.112 0.082 0.031
H -0.615013 2.529144 2.374504 0.057 -0.006 0.012
H -0.991846 1.961440 0.744952 0.079 0.037 -0.027
H -0.594072 3.661147 1.027485 -0.008 -0.019 -0.101
H 4.468779 3.781431 2.827467 -0.009 -0.016 -0.009
H 3.860245 4.381772 4.396180 -0.031 -0.041 0.024
H 3.407090 5.220412 2.893875 -0.013 0.065 -0.010
O 3.136720 7.479151 -0.803180 0.054 -0.022 -0.116
S 1.775507 7.087335 -0.588276 -0.188 0.098 0.197
O 1.036283 6.480547 -1.652824 0.097 -0.044 -0.089
O 0.969897 8.351606 -0.045984 -0.049 -0.168 0.076
C 1.030098 9.568284 -0.817290 0.041 0.367 -0.262
C 0.192758 9.512163 -2.079565 0.003 -0.193 -0.027
C 1.651803 6.086348 0.847657 0.000 0.217 -0.061
H 2.072833 9.803538 -1.037883 0.018 -0.115 0.019
H 0.652427 10.337838 -0.147076 -0.008 -0.096 0.114
H 0.582351 8.780474 -2.784663 0.029 0.002 0.003
H 0.192416 10.488048 -2.566190 0.004 0.041 0.067
H -0.833997 9.231994 -1.846001 -0.018 0.047 0.016
H 2.193259 6.574501 1.651701 -0.030 0.079 0.027
H 2.100530 5.124116 0.619193 -0.025 0.117 -0.110
H 0.604557 5.958595 1.105886 -0.018 -0.023 -0.015
```
Positions in Å, forces in eV/Å.

Computed properties:
charge = -1
largest force on an atom = 1.83 eV/A
frontier orbital gap = 6.92 eV
DFT total energy = -2779.95136 hartree
molecular weight = 533.49 g mol⁻¹

Atomic partial charges in e from the Mulliken method, atoms 1 to 4: number 1, C, carries -1.201; number 2, C, carries 0.735; number 3, O, carries -0.593; number 4, O, carries -0.152


(2)
Computed, not measured: a 3-piece molecular cluster, C16H39N3O2P overall, with ωB97M-V/def2-TZVPD.

The geometry in XYZ format:
```
61
Properties=species:S:1:pos:R:3:forces:R:3
O 0.366271 -1.373830 2.849294 -0.628 0.599 -4.234
P -0.353783 -2.307158 1.563257 -1.421 -1.532 2.910
O -2.044854 -1.816959 1.361779 3.143 -0.097 -1.895
C 0.543204 -1.999087 -0.124852 1.215 4.077 -3.255
N 0.622906 -0.781919 -0.813907 0.348 -3.734 1.435
C 1.460637 -0.969059 -2.086534 0.194 -1.514 -1.053
C 0.896806 -2.484365 -2.509594 0.218 1.051 2.285
C 1.289760 -3.185980 -1.038323 -2.139 1.473 0.884
H 0.751723 -0.548879 2.431224 -0.529 -0.822 1.198
H -2.238490 -2.091882 0.412776 -0.157 0.463 1.529
H 0.183687 0.113114 -0.466318 0.752 -1.324 -0.558
H 2.571368 -1.125306 -1.701496 -2.180 0.860 -1.179
H 1.313121 -0.212250 -2.965986 0.336 -1.078 2.225
H -0.274782 -2.313424 -2.411965 2.422 -0.866 -1.047
H 1.317900 -2.976277 -3.484298 -0.887 1.061 2.080
H 2.435309 -3.131600 -0.741541 -2.339 -0.442 -0.762
H 0.699837 -4.170847 -0.756111 1.741 1.853 -0.685
C 3.502811 2.555672 -2.361753 0.077 0.131 -0.093
C 4.663482 1.737676 -2.922311 -0.118 0.092 -0.222
N 4.406679 1.149533 -4.240394 -0.194 -0.464 0.022
C 5.433214 0.182012 -4.647821 -0.068 -0.077 0.144
C 6.847830 0.706558 -4.878054 0.308 -0.046 -0.171
C 3.982573 2.076584 -5.292378 -0.296 0.136 0.115
C 4.924600 3.224883 -5.638122 0.110 0.262 -0.308
H 2.592830 1.951667 -2.283166 0.020 0.044 -0.107
H 3.754702 2.914912 -1.358415 0.007 -0.058 -0.137
H 3.286828 3.436616 -2.973629 -0.036 -0.139 0.085
H 4.854303 0.928973 -2.206746 0.147 -0.101 -0.257
H 5.561824 2.366510 -2.929547 0.040 0.056 0.122
H 5.102278 -0.338407 -5.554217 -0.136 0.208 0.064
H 5.485326 -0.599654 -3.880649 -0.101 0.131 0.110
H 6.933901 1.233141 -5.830137 0.012 0.020 0.147
H 7.550793 -0.132924 -4.919642 -0.108 0.089 0.022
H 7.186226 1.370592 -4.078901 -0.053 -0.043 -0.069
H 3.013482 2.503283 -5.006817 0.122 -0.076 0.134
H 3.762506 1.513990 -6.208977 0.162 -0.146 0.264
H 5.366745 3.690482 -4.753330 -0.039 -0.061 -0.056
H 4.372761 4.005607 -6.174888 0.077 -0.116 0.091
H 5.730040 2.898135 -6.299472 -0.021 0.101 0.170
C -2.900633 -0.249715 4.234345 -0.085 -0.036 -0.136
C -4.047171 -0.270401 5.242078 -0.108 0.116 -0.177
N -5.246267 0.452436 4.807479 -0.139 0.217 0.068
C -6.236350 0.619585 5.878770 0.209 0.167 0.069
C -6.891476 -0.639814 6.439146 -0.289 -0.149 0.152
C -5.803347 0.062783 3.509868 0.318 0.157 -0.060
C -6.232031 -1.390515 3.337524 -0.263 -0.274 -0.218
H -2.600513 0.775891 3.995339 -0.113 -0.073 0.006
H -2.030275 -0.764691 4.654419 -0.115 0.049 0.016
H -3.160628 -0.764385 3.304493 0.008 0.107 0.122
H -3.668837 0.194645 6.160251 -0.319 0.015 -0.033
H -4.273696 -1.314014 5.491196 0.077 -0.135 0.052
H -7.024884 1.302305 5.541103 0.168 -0.079 -0.175
H -5.750461 1.144027 6.710120 0.149 -0.058 -0.156
H -7.654063 -1.033258 5.764744 0.106 -0.052 0.056
H -7.398122 -0.404398 7.381752 0.082 -0.006 -0.111
H -6.169112 -1.431914 6.650959 -0.040 0.066 -0.039
H -5.065391 0.296196 2.732891 0.071 -0.013 0.182
H -6.654865 0.711817 3.267454 0.135 -0.008 0.310
H -5.519575 -2.096275 3.772768 -0.037 0.080 0.005
H -6.312892 -1.626932 2.269937 0.005 0.024 0.113
H -7.215763 -1.573506 3.775325 0.179 -0.088 0.007
```
Positions in Å, forces in eV/Å.

Computed properties:
charge = +1
largest force on an atom = 5.36 eV/A
frontier orbital gap = 3.99 eV
DFT total energy = -1288.73068 hartree
molecular weight = 336.48 g mol⁻¹

Atomic partial charges in e from the Mulliken method, atoms 1 to 4: number 1, O, carries -0.417; number 2, P, carries 0.342; number 3, O, carries -0.432; number 4, C, carries 0.136


(3)
Computed, not measured: C16H40F2KNO12S2 as an isolated structure, with ωB97M-V/def2-TZVPD.

The geometry in XYZ format:
```
74
Properties=species:S:1:pos:R:3:forces:R:3
K 0.339857 1.059676 0.953253 0.486 0.044 0.076
N -0.836799 3.314900 1.867120 0.035 1.649 -0.900
S -1.950780 3.913776 2.804416 -1.441 -1.009 3.844
O -3.256890 4.031051 2.254959 -0.023 -0.389 -0.365
O -1.497331 4.908163 3.719211 0.221 0.709 -0.631
F -2.027080 2.664523 3.839200 -0.192 -0.266 -0.946
S -0.370375 4.672938 1.083475 0.514 -0.189 -1.898
O 0.835235 5.215666 1.575770 0.980 -0.445 0.111
O -1.357104 5.596052 0.656541 -0.908 0.062 0.512
F -0.084740 3.929015 -0.313311 0.836 -0.353 0.241
C 3.201550 -2.068038 -3.830006 -0.066 0.240 0.276
O 2.367442 -1.019203 -3.366409 0.282 0.155 0.044
C 1.683598 -1.353609 -2.192278 -0.949 -0.396 0.349
C 0.624306 -0.320802 -1.883808 -1.082 0.719 -0.683
O 1.139548 0.988315 -1.677826 0.200 -0.520 0.190
C 1.413339 1.740646 -2.860403 -0.149 -0.795 -0.446
H 2.639545 -2.813685 -4.400423 -0.087 -0.008 0.085
H 3.672503 -2.545566 -2.965954 0.234 -0.123 -0.191
H 3.946006 -1.611813 -4.477694 0.091 -0.104 0.022
H 2.298216 -1.440038 -1.283734 0.509 -0.023 -0.369
H 1.195092 -2.327938 -2.348708 -0.123 0.024 0.258
H 0.006966 -0.559470 -1.011625 0.587 -0.480 0.303
H -0.184073 -0.289669 -2.632143 0.457 0.004 -0.453
H 2.096400 2.519666 -2.540856 -0.513 0.560 -0.197
H 0.465057 1.998527 -3.343632 0.054 0.849 0.393
H 1.907687 1.171470 -3.650142 0.306 -0.310 0.440
C -1.241326 -4.535246 -1.040278 -0.835 -0.478 -0.308
O -1.287668 -4.241366 0.335353 0.584 0.196 0.028
C -1.918692 -3.011196 0.626984 0.157 0.592 -0.376
C -1.273154 -2.306700 1.788519 -0.019 -0.545 1.695
O 0.012915 -1.754171 1.579137 0.076 1.001 -0.665
C 1.077854 -2.678030 1.497868 -0.141 -0.833 -0.328
H -2.227545 -4.912956 -1.341947 0.083 0.038 -0.242
H -0.519264 -5.324170 -1.244153 0.104 0.002 0.314
H -1.006363 -3.683406 -1.688349 0.083 0.197 0.286
H -2.987828 -3.136108 0.831915 0.018 -0.101 0.030
H -1.835644 -2.329867 -0.232519 -0.140 -0.092 -0.046
H -1.191002 -2.936268 2.690552 -0.085 -0.465 -0.373
H -1.933592 -1.520248 2.165642 0.088 0.333 -0.565
H 2.011720 -2.170629 1.262547 -0.111 0.372 0.333
H 0.911210 -3.401803 0.695776 -0.073 0.018 0.031
H 1.161566 -3.254972 2.425033 0.129 0.155 0.067
C -3.778136 -0.976457 -3.059906 -0.002 -0.722 -0.043
O -3.051503 -0.524439 -1.938049 -0.145 0.038 0.099
C -3.272016 0.837552 -1.570978 0.306 -0.569 -0.241
C -3.128176 0.982826 -0.072008 0.392 0.375 -0.419
O -4.068903 0.253014 0.664696 -0.153 -0.052 0.011
C -5.187896 1.057098 1.041485 0.403 -0.039 -0.087
H -4.361392 -0.180011 -3.520655 -0.193 -0.081 0.071
H -4.394723 -1.822260 -2.737918 -0.408 0.320 -0.031
H -3.144898 -1.418155 -3.839153 0.380 0.383 0.139
H -4.262109 1.200924 -1.862978 0.025 -0.157 -0.229
H -2.482234 1.383605 -2.100529 -0.258 0.641 0.248
H -3.170908 2.056395 0.151344 0.103 -0.053 0.214
H -2.129019 0.618527 0.174559 0.009 -0.150 0.263
H -4.879640 1.777023 1.803542 -0.117 0.043 0.007
H -5.950521 0.387956 1.429016 -0.031 0.013 0.001
H -5.567277 1.600273 0.171638 -0.176 -0.004 0.060
C 4.398203 0.746411 -0.672549 -0.554 -0.285 -0.092
O 3.791225 1.075700 0.565472 0.552 0.257 -0.211
C 4.507658 0.521680 1.632059 -0.558 -0.890 0.909
C 3.806100 0.850539 2.939097 0.523 1.281 -0.211
O 2.439479 0.608324 2.807046 -0.983 -1.007 -0.334
C 1.645470 0.995337 3.921394 0.600 0.719 -0.014
H 3.871711 1.299545 -1.444611 0.097 0.091 -0.028
H 4.243467 -0.320829 -0.876597 0.178 -0.017 -0.033
H 5.469752 0.957159 -0.702476 -0.005 0.158 0.122
H 5.543524 0.869547 1.713273 0.003 0.117 -0.252
H 4.526113 -0.578910 1.562947 0.097 0.039 -0.332
H 3.977199 1.921499 3.134216 -0.143 -0.041 0.126
H 4.279225 0.298645 3.761291 -0.190 -0.161 -0.018
H 2.135818 0.651160 4.834175 -0.227 0.181 0.191
H 0.628138 0.606336 3.880894 0.185 -0.433 -0.315
H 1.545908 2.086571 3.883189 0.113 0.013 0.481
```
Positions in Å, forces in eV/Å.

Computed properties:
charge = 0
largest force on an atom = 4.23 eV/A
frontier orbital gap = 9.53 eV
DFT total energy = -3187.15863 hartree
molecular weight = 579.72 g mol⁻¹

Atomic partial charges in e from the Mulliken method, atoms 1 to 4: number 1, K, carries 1.302; number 2, N, carries -0.258; number 3, S, carries 0.930; number 4, O, carries -0.564


Which formula does entry 2 have?
C16H39N3O2P


What is the formula in the second record?
C16H39N3O2P


Which of these has the lowest charge?
C16H39BFO11S3


Which value of DFT total energy does entry 1 give?
-2779.95136 hartree